1.
Entry from the Open Molecules 2025 dataset: a 2-piece molecular cluster, C19H42N3O10S2 overall in a non-equilibrium geometry (ωB97M-V/def2-TZVPD).

- LUMO level: -2.94 eV
- Total charge: +1
- Total energy: -66979.51385 eV
- HOMO-LUMO gap: 0.2631 Eh
- HOMO level: -0.37126 Eh

Geometry as XYZ:
```
76
Properties=species:S:1:pos:R:3:forces:R:3
C 1.516950 2.859238 3.122882 0.4 -0.9 -1.4
C 0.209529 1.862099 3.126208 -1.0 2.1 0.8
O 0.465406 0.507437 3.639039 0.8 0.2 -2.4
C 1.225142 -0.319631 2.688949 0.7 -0.3 0.4
C 0.266796 -1.272873 1.716883 0.2 -2.6 0.5
C -1.381743 -1.104840 1.891420 -0.7 0.7 -0.5
C -2.223638 -1.405762 0.516609 -0.3 1.0 -0.5
C -3.861725 -1.271715 0.699091 1.0 -0.5 -0.6
C -4.331051 0.144310 1.379050 -0.7 -0.6 0.1
N -5.449945 0.791636 0.557246 1.7 -0.6 -0.5
C 0.603779 -2.808439 2.287548 1.3 -0.4 -0.4
N 0.216007 -3.148082 3.709596 0.7 0.7 -1.1
C 0.158750 -3.842454 1.066557 -0.7 -0.9 2.0
N 0.715396 -3.058023 -0.140335 -0.5 -1.6 0.8
C 0.800092 -1.545897 0.156016 1.5 1.5 -0.9
C 2.375029 -1.239533 -0.194629 0.6 1.5 -0.5
C 2.445547 0.365159 -0.660995 -1.2 -0.4 1.1
C 2.062495 0.588313 -2.239348 0.0 1.6 0.9
O 3.308770 0.635578 -3.023928 -2.2 12.7 5.8
C 4.026452 1.912733 -2.848018 0.6 1.9 1.3
H 2.464476 2.198662 3.401567 -1.9 1.7 -0.3
H 1.412934 3.812105 3.794300 0.2 -2.1 -1.2
H 1.670378 3.202930 1.990832 -0.2 -0.5 2.5
H -0.575028 2.357980 3.877260 1.6 -1.4 -1.6
H -0.312488 1.894971 2.069295 1.1 -0.5 1.9
H 2.009375 0.313978 2.093747 -1.7 -1.1 0.9
H 1.862240 -1.081642 3.351479 -1.5 1.8 -1.3
H -1.667269 0.007233 2.217916 0.9 -2.5 -0.7
H -1.830438 -1.800246 2.726884 1.3 1.2 -1.5
H -2.022468 -2.448918 0.025996 -0.2 1.8 1.0
H -1.911279 -0.586249 -0.283512 -0.6 -1.7 1.6
H -4.220975 -2.226532 1.277769 0.5 2.0 -0.9
H -4.311838 -1.365544 -0.398373 0.9 0.3 2.4
H -4.745916 -0.105742 2.447558 0.9 0.7 -2.0
H -3.480740 0.951341 1.457238 -1.5 -1.8 -0.1
H -6.135187 0.063873 0.248522 0.9 0.8 0.3
H -4.940979 1.155071 -0.300192 -1.2 -0.6 1.1
H 1.784449 -2.985378 2.291530 -2.2 0.8 -0.4
H -0.232168 -2.346852 4.212239 0.7 -1.0 -0.7
H 1.092243 -3.440648 4.202029 -1.4 0.6 -0.4
H -0.975701 -4.123988 0.952748 2.2 1.0 0.2
H 0.731626 -4.870915 1.221994 -1.1 2.3 -0.7
H 1.699573 -3.462608 -0.171345 -1.6 1.0 -0.9
H 0.130993 -3.224338 -1.010426 1.3 0.0 1.2
H 0.243570 -0.993665 -0.718613 0.7 -1.2 2.1
H 3.117417 -1.482974 0.690967 -1.7 0.5 -1.6
H 2.773700 -1.836942 -1.148059 -1.2 1.0 2.0
H 1.597024 0.897694 -0.017028 1.8 -0.9 -1.3
H 3.459835 0.848030 -0.326079 -2.0 -0.9 -1.0
H 1.285130 -0.208824 -2.665766 2.1 1.4 0.8
H 1.503717 1.634230 -2.325872 1.1 -2.1 0.2
H 3.326057 2.820517 -2.550589 1.3 -1.7 -0.6
H 4.622955 2.251079 -3.816036 -1.4 -1.2 1.9
H 4.800845 1.776268 -1.957096 -1.4 0.4 -1.9
C 4.329880 -3.249391 -6.049896 0.5 -0.4 -0.2
C 4.550215 -3.761589 -4.629042 -0.5 -0.2 -0.2
O 5.113715 -2.661189 -3.918855 0.5 0.5 -0.4
S 4.516658 -1.272896 -4.532525 -1.0 -0.5 0.2
O 3.417732 -0.845367 -3.695440 3.0 -12.2 -6.9
O 5.624211 -0.412368 -4.877806 -1.6 -0.8 0.8
O 3.897189 -1.897732 -5.905017 0.2 0.2 0.5
H 5.265695 -3.248404 -6.618048 -0.1 -0.1 0.1
H 3.579188 -3.834478 -6.587863 0.0 0.3 0.1
H 5.219226 -4.624802 -4.596518 0.1 0.3 0.1
H 3.599239 -4.020313 -4.151508 0.0 -0.1 -0.1
C -5.837641 3.988624 0.843458 -0.5 -0.2 0.8
C -6.043515 5.346424 1.509577 -0.6 0.0 -0.6
O -4.734942 5.794917 1.854932 1.0 -0.7 -0.4
S -3.674127 5.235306 0.749522 0.0 0.5 -0.2
O -3.436934 6.282712 -0.218883 0.0 -1.6 1.3
O -2.609325 4.549743 1.444219 -1.0 0.9 -0.9
O -4.649124 4.121885 0.065729 0.7 0.9 0.2
H -5.670461 3.204960 1.589427 -0.1 0.1 -0.2
H -6.680976 3.709307 0.206245 0.3 0.1 0.0
H -6.676341 5.282858 2.397981 0.3 0.0 0.0
H -6.473665 6.068581 0.807585 0.0 -0.1 0.1
```
Positions in Å, forces in eV/Å.

Atomic partial charges in e from the Mulliken method, atoms 1 to 8: C -0.925; C 0.038; O -0.392; C -0.444; C 1.699; C -0.465; C -0.105; C -0.694

***

2.
Entry from the Open Molecules 2025 dataset: C25H16Cl3N4O2SbSe4Tc as an isolated structure (ωB97M-V/def2-TZVPD).

- LUMO level: -4.37 eV
- Total charge: +1
- Total energy: -343925.78907 eV
- HOMO-LUMO gap: 0.2323 Eh
- HOMO level: -0.39292 Eh
- Energy relative to the best compared isomer or geometry (same formula, charge and spin): 11.9 kcal per mole

Geometry as XYZ:
```
56
Properties=species:S:1:pos:R:3:forces:R:3
Tc -0.707317 0.307856 0.044288 -0.3 0.0 0.0
Cl 3.191561 5.556965 2.055257 0.0 0.0 0.0
C 2.413725 4.024065 2.047680 0.0 0.0 0.0
C 1.581235 3.708703 0.983602 0.0 0.0 0.0
C 0.917664 2.487743 0.943675 0.0 0.0 0.0
N 0.099964 2.054610 -0.120524 0.0 0.1 -0.1
C -0.058190 2.740851 -1.311163 0.0 0.0 0.0
O 0.337899 3.849459 -1.578155 0.0 0.0 0.0
C -0.805414 1.920560 -2.335699 0.0 0.0 0.0
C -1.023495 2.412233 -3.605100 0.0 0.0 0.0
C -1.698756 1.614904 -4.517648 0.0 0.0 0.0
C -2.135174 0.360242 -4.123715 0.0 0.0 0.0
C -1.888081 -0.059900 -2.828864 0.0 0.0 0.0
N -1.230162 0.702972 -1.953455 0.0 0.0 0.1
C 1.094506 1.597285 2.013525 0.0 0.0 0.0
C 1.966041 1.893468 3.042547 0.0 0.0 0.0
C 2.621880 3.113667 3.075328 0.0 0.0 0.0
Cl 3.678292 3.451275 4.390529 0.0 0.0 0.0
N 0.385823 0.309919 2.006562 -0.1 0.0 0.0
C 0.900668 -0.663275 1.146739 0.1 0.0 0.0
O 1.631035 -0.331591 0.197525 0.1 0.0 0.0
C 0.290137 -2.043938 1.053833 0.0 0.0 0.0
C 0.687082 -3.259986 1.553910 0.0 0.0 0.0
C 0.001138 -4.384071 1.102372 0.0 0.0 0.0
C -1.019350 -4.243857 0.177489 0.0 0.0 0.0
C -1.341575 -2.978189 -0.286764 0.0 0.0 0.0
N -0.691615 -1.903431 0.149519 0.0 0.1 -0.1
H 1.455317 4.419329 0.184852 0.0 0.0 0.0
H -0.659389 3.400642 -3.846640 0.0 0.0 0.0
H -1.883683 1.969182 -5.522563 0.0 0.0 0.0
H -2.671809 -0.288113 -4.801134 0.0 0.0 0.0
H -2.241063 -1.015498 -2.465830 0.0 0.0 0.0
H 2.161581 1.183018 3.829543 0.0 0.0 0.0
H 1.503704 -3.341171 2.255923 0.0 0.0 0.0
H 0.270981 -5.365021 1.469595 0.0 0.0 0.0
H -1.563701 -5.101670 -0.189902 0.0 0.0 0.0
H -2.135903 -2.816726 -1.000956 0.0 0.0 0.0
Se -6.237561 1.176870 0.260165 -0.1 0.0 0.0
Sb -6.731351 -1.338330 0.315332 -0.1 0.0 0.0
Se -4.277387 1.309706 -0.941449 0.1 0.0 0.0
Se -2.823169 0.708628 0.822965 0.1 0.0 0.0
Se -4.940257 -2.342784 -0.770089 0.0 0.0 0.0
Cl 2.544472 -0.392972 8.387697 0.0 0.0 0.0
C 1.672729 -0.313939 6.899145 0.0 0.0 0.0
C 0.700740 0.658124 6.723853 0.0 0.0 0.0
C 0.015522 0.720177 5.520554 0.0 0.0 0.0
C 0.288547 -0.180026 4.498203 0.0 0.0 0.0
C -0.444548 -0.060399 3.191749 0.0 0.0 0.0
C 1.255036 -1.157976 4.701859 0.0 0.0 0.0
C 1.955034 -1.228730 5.893793 0.0 0.0 0.0
H 0.492236 1.361242 7.517741 0.0 0.0 0.0
H -0.731397 1.491387 5.374463 0.0 0.0 0.0
H -0.939679 -0.997352 2.932384 0.0 0.0 0.0
H -1.213775 0.706861 3.272056 0.0 0.0 0.0
H 1.483893 -1.870363 3.918537 0.0 0.0 0.0
H 2.712462 -1.983532 6.051763 0.0 0.0 0.0
```
Positions in Å, forces in eV/Å.

Atomic partial charges in e from the Mulliken method, atoms 1 to 8: Tc -0.115; Cl -0.182; C 0.282; C -1.044; C -0.481; N 0.603; C 0.212; O -0.679